# 1
10
Properties=species:S:1:pos:R:3:lowdin_charge:R:1 method="wB97M-V/def2-TZVPD" e_above_lowest_kcal_mol=0.0 homo_lumo_gap_ev="9.87 / 7.04" charge=+3 e_lumo_ha="-0.578 / -0.690" multiplicity=5
O 0.45 0.80 -1.76 0.124
C 0.54 0.23 -0.68 -0.198
C 0.19 -1.22 -0.44 0.077
H 1.11 -1.79 -0.35 0.160
H -0.36 -1.34 0.50 0.107
H -0.46 -1.62 -1.21 0.151
O -0.62 0.82 2.31 -0.008
C -1.23 0.25 3.07 0.275
Co 0.67 1.52 0.89 1.402
Li -0.29 2.34 -2.34 0.909

# 2
10
Properties=species:S:1:pos:R:3:lowdin_charge:R:1 method="wB97M-V/def2-TZVPD" e_above_lowest_kcal_mol=0.0 homo_lumo_gap_ev="6.61 / 6.20" charge=+1 e_lumo_ha="-0.255 / -0.270" multiplicity=4
C 0.52 -0.35 -0.18 -0.673
C -1.79 -0.36 0.20 -0.164
O -0.69 -0.70 -0.57 0.089
O 0.77 0.87 0.02 0.025
C -2.38 0.84 0.04 0.069
H -2.30 -1.21 0.67 0.139
H -2.49 0.97 1.20 0.131
H -1.86 1.66 -0.45 0.075
O 1.42 -1.22 0.02 0.052
Co 2.49 0.30 0.47 1.258

# 3
11
Properties=species:S:1:pos:R:3:lowdin_charge:R:1 method="wB97M-V/def2-TZVPD" e_above_lowest_kcal_mol=90.4 homo_lumo_gap_ev="2.93 / 7.25" charge=+4 e_lumo_ha="-0.722 / -0.777" multiplicity=7
H 1.74 1.14 -1.96 0.590
C 1.14 0.33 -0.02 0.128
C 0.00 1.14 0.49 -0.004
O -1.15 0.29 0.30 0.217
C -0.74 -0.86 -0.09 -0.471
O 0.63 -0.86 -0.25 0.200
O -1.38 -1.88 -0.24 0.049
Dy -3.54 -3.24 -0.14 1.973
H -0.11 2.06 -0.11 0.202
H 0.08 1.42 1.55 0.214
Li 3.33 0.47 0.48 0.902

# 4
11
Properties=species:S:1:pos:R:3:lowdin_charge:R:1 method="wB97M-V/def2-TZVPD" e_above_lowest_kcal_mol=45.5 homo_lumo_gap_ev="7.61 / 6.08" charge=+1 e_lumo_ha="-0.165 / -0.223" multiplicity=7
O 3.12 -0.78 0.14 0.185
C 2.56 -1.80 0.09 -0.409
O 2.15 -2.88 -0.02 0.223
C -4.33 0.27 -0.02 -0.082
O -2.93 0.49 -0.03 -0.400
C -2.05 -0.61 -0.07 -0.240
O -0.89 -0.12 -0.01 -0.359
Dy -0.98 2.17 -0.03 1.796
H -4.75 0.69 0.90 0.095
H -4.78 0.76 -0.89 0.094
H -4.52 -0.81 -0.06 0.097

# 5
8
Properties=species:S:1:pos:R:3:lowdin_charge:R:1 method="wB97M-V/def2-TZVPD" e_above_lowest_kcal_mol=48.9 homo_lumo_gap_ev="9.83 / 5.83" charge=+3 e_lumo_ha="-0.531 / -0.653" multiplicity=8
H -3.10 0.39 -0.88 0.185
O -1.13 1.03 0.06 0.129
C -2.59 0.00 0.01 0.250
C -1.57 -1.00 -0.16 0.129
C -0.49 -0.04 -0.19 -0.144
H -3.19 0.01 0.92 0.187
H -1.52 -2.04 0.18 0.165
Eu 2.19 -0.15 0.36 2.099

# 6
9
Properties=species:S:1:pos:R:3:lowdin_charge:R:1 method="wB97M-V/def2-TZVPD" e_above_lowest_kcal_mol=22.1 homo_lumo_gap_ev="6.11 / 6.59" charge=+3 e_lumo_ha="-0.625 / -0.615" multiplicity=8
C -1.52 0.23 -0.70 0.240
C -0.35 -0.39 -0.78 -0.010
H -1.59 1.32 -0.67 0.137
H -0.20 -1.45 -0.99 0.164
H -2.43 -0.35 -0.84 0.146
O 0.89 0.47 -0.91 0.254
C 1.51 0.03 0.09 0.007
O 1.34 0.28 1.27 0.065
Eu 2.36 -0.14 3.53 1.998

# 7
10
Properties=species:S:1:pos:R:3:lowdin_charge:R:1 method="wB97M-V/def2-TZVPD" e_above_lowest_kcal_mol=51.5 homo_lumo_gap_ev=9.49 charge=0 e_lumo_ha=0.001 multiplicity=1
C 1.25 0.29 -1.13 -0.173
O -0.12 0.53 -0.79 -0.256
C -0.70 -0.54 0.42 -0.579
I -0.96 -2.50 -0.19 0.941
C -1.23 0.19 1.43 -0.433
F -2.04 -0.31 2.36 0.106
F -1.05 1.48 1.56 0.159
H 1.61 0.88 -2.05 0.102
H 1.37 -0.85 -1.20 0.062
H 1.87 0.82 -0.40 0.071

# 8
10
Properties=species:S:1:pos:R:3:lowdin_charge:R:1 method="wB97M-V/def2-TZVPD" e_above_lowest_kcal_mol=88.6 homo_lumo_gap_ev="7.37 / 9.49" charge=0 e_lumo_ha="-0.012 / -0.002" multiplicity=1
C -0.23 1.17 -1.07 -0.028
C -1.57 0.59 0.93 -0.294
C 0.99 -1.13 0.39 -0.163
N -0.97 0.73 -0.10 0.047
O -2.09 0.36 1.94 0.162
F 1.72 -0.55 -0.54 0.052
F 0.33 -2.25 -0.11 -0.014
H 0.08 0.54 -1.83 0.046
H 0.22 2.11 -0.88 0.068
H 1.51 -1.57 1.26 0.123

# 9
10
Properties=species:S:1:pos:R:3:lowdin_charge:R:1 method="wB97M-V/def2-TZVPD" e_above_lowest_kcal_mol=0.0 homo_lumo_gap_ev="7.96 / 10.83" charge=0 e_lumo_ha="0.028 / -0.045" multiplicity=3
C 1.04 -1.02 0.13 -0.239
C 0.76 0.55 0.06 -0.135
C -1.54 0.22 0.00 -0.504
N 0.18 -1.86 0.17 0.206
O -0.52 0.86 0.49 0.031
F -1.74 0.16 -1.32 0.129
F -2.68 0.34 0.65 0.150
H 2.12 -1.17 0.08 0.108
H 1.45 1.08 0.72 0.127
H 0.93 0.83 -0.99 0.127

# 10
9
Properties=species:S:1:pos:R:3:lowdin_charge:R:1 method="wB97M-V/def2-TZVPD" e_above_lowest_kcal_mol=36.8 homo_lumo_gap_ev=10.76 charge=0 e_lumo_ha=0.028 multiplicity=1
F -0.50 2.18 0.44 0.056
C -0.66 0.92 0.81 -0.097
C -0.28 -0.25 0.26 -0.293
F -0.61 -1.34 1.02 0.037
C 0.61 -0.45 -0.85 -0.121
F 0.29 -1.49 -1.79 -0.060
H -1.31 0.71 1.77 0.168
H 1.62 -0.71 -0.23 0.181
H 0.83 0.44 -1.45 0.128

# 11
9
Properties=species:S:1:pos:R:3:lowdin_charge:R:1 method="wB97M-V/def2-TZVPD" e_above_lowest_kcal_mol=113.1 homo_lumo_gap_ev="7.54 / 10.12" charge=0 e_lumo_ha="-0.035 / 0.001" multiplicity=1
C -0.86 -1.25 -0.62 -0.130
C -1.27 -0.04 -0.75 0.059
C 1.04 0.96 0.53 -0.326
F 0.90 1.74 1.64 0.078
F 1.47 -0.27 0.94 0.058
F 1.91 1.53 -0.35 0.088
H -1.35 -2.09 -1.20 0.074
H -0.26 -1.53 0.32 0.078
H -1.57 0.94 -0.51 0.022

# 12
9
Properties=species:S:1:pos:R:3:lowdin_charge:R:1 method="wB97M-V/def2-TZVPD" e_above_lowest_kcal_mol=25.0 homo_lumo_gap_ev=10.01 charge=0 e_lumo_ha=0.032 multiplicity=1
C -1.87 -0.79 -0.04 -0.009
C -0.70 0.16 0.04 -0.262
F -0.72 1.48 0.04 0.071
C 0.61 -0.17 0.06 -0.358
F 1.22 -1.33 0.03 0.142
F 1.52 0.75 -0.08 0.158
H -2.79 -0.51 -0.59 0.096
H -2.08 -1.16 0.96 0.077
H -1.46 -1.66 -0.58 0.085

# 13
12
Properties=species:S:1:pos:R:3:lowdin_charge:R:1 method="wB97M-V/def2-TZVPD" e_above_lowest_kcal_mol=90.1 homo_lumo_gap_ev="9.26 / 9.26" charge=+1 e_lumo_ha="-0.226 / -0.226" multiplicity=1
C -1.54 -1.25 0.14 -0.578
C -3.04 0.64 -0.11 -0.108
C -0.28 -0.42 0.01 -0.015
N -2.83 -0.56 -0.09 0.313
N -1.28 1.77 0.56 0.252
N -0.41 0.98 0.39 -0.079
F -1.45 -2.29 -0.72 0.138
F -4.00 1.41 -0.34 0.286
F -1.57 -1.76 1.33 0.191
H 0.43 -0.74 0.72 0.141
H 0.04 -0.75 -1.03 0.194
H 0.68 1.37 0.51 0.263

# 14
13
Properties=species:S:1:pos:R:3:lowdin_charge:R:1 method="wB97M-V/def2-TZVPD" e_above_lowest_kcal_mol=93.5 homo_lumo_gap_ev="5.89 / 5.91" charge=+1 e_lumo_ha="-0.313 / -0.313" multiplicity=1
C 1.17 0.13 -0.25 0.256
C -1.99 0.56 -0.48 -0.479
C 2.63 -0.37 -0.34 -0.611
N -1.56 0.86 -1.63 0.384
N 0.26 0.07 0.59 0.009
N -1.05 0.11 0.56 0.085
O -3.21 0.44 -0.02 0.178
F 2.63 -1.35 0.55 0.168
F 2.90 -0.79 -1.55 0.228
F 3.48 0.60 0.07 0.176
H 0.39 -0.43 1.54 0.252
H -1.62 -0.12 1.41 0.194
H -4.04 0.28 -0.45 0.161

# 15
10
Properties=species:S:1:pos:R:3:lowdin_charge:R:1 method="wB97M-V/def2-TZVPD" e_above_lowest_kcal_mol=0.0 homo_lumo_gap_ev="8.39 / 9.77" charge=0 e_lumo_ha="0.028 / -0.060" multiplicity=3
C -1.28 0.20 0.75 0.174
C 1.23 -0.33 -0.16 -0.249
C -0.22 0.74 0.02 -0.518
O 1.09 -1.32 -1.01 0.092
F 1.66 -0.81 1.00 0.080
F -0.44 0.93 -1.32 0.051
F 0.34 1.87 0.50 0.086
H -1.92 -0.52 0.27 0.081
H -1.23 0.24 1.82 0.079
H 0.78 -1.01 -1.88 0.123

# 16
13
Properties=species:S:1:pos:R:3:lowdin_charge:R:1 method="wB97M-V/def2-TZVPD" homo_lumo_gap_ev="6.09 / 8.19" charge=0 e_lumo_ha="0.018 / -0.141" multiplicity=3
C -0.05 0.07 0.03 0.025
C 1.10 0.92 0.52 -0.439
C 2.55 0.70 -0.35 -0.559
F 0.82 2.29 0.31 0.050
F 1.33 0.70 1.85 0.059
F 2.21 0.11 -1.49 0.089
F 3.17 1.84 -0.71 0.082
F 2.52 -1.48 0.86 -0.220
F 4.32 -1.02 -0.56 -0.226
P 3.63 -0.38 0.72 0.865
H -0.36 0.00 -1.08 0.137
H 0.13 -0.94 0.44 0.097
H -0.85 0.48 0.48 0.041

# 17
9
Properties=species:S:1:pos:R:3:lowdin_charge:R:1 method="wB97M-V/def2-TZVPD" e_above_lowest_kcal_mol=3.0 homo_lumo_gap_ev=9.21 charge=0 e_lumo_ha=-0.007 multiplicity=1
F 1.04 1.50 0.29 0.030
C 0.39 0.58 -0.28 -0.983
I 1.10 0.70 -2.42 0.711
C -0.97 0.32 0.20 -0.074
C 0.18 -0.82 0.20 -0.716
I 0.95 -1.63 2.01 0.788
H -1.74 0.10 -0.47 0.086
H -1.07 0.84 1.08 0.085
H 0.12 -1.60 -0.62 0.072

# 18
10
Properties=species:S:1:pos:R:3:lowdin_charge:R:1 method="wB97M-V/def2-TZVPD" e_above_lowest_kcal_mol=16.2 homo_lumo_gap_ev=8.80 charge=0 e_lumo_ha=-0.001 multiplicity=1
C -0.29 -1.62 0.17 -0.049
O 0.64 -0.50 0.33 -0.253
C 0.24 0.74 0.41 -0.898
I 0.06 1.48 2.36 0.911
C 0.24 1.60 -0.62 -0.841
F -0.04 2.91 -0.38 -0.104
I 0.62 1.24 -2.63 0.929
H 0.35 -2.49 0.59 0.118
H -0.47 -1.61 -0.90 0.064
H -1.34 -1.76 0.68 0.124

# 19
19
Properties=species:S:1:pos:R:3:lowdin_charge:R:1 method="wB97M-V/def2-TZVPD" homo_lumo_gap_ev=7.62 charge=+1 e_lumo_ha=-0.264 multiplicity=1
In 15.53 15.61 21.51 1.186
N 17.43 12.13 21.58 -0.429
O 16.88 13.15 21.97 -0.054
O 16.90 11.58 20.56 0.174
O 18.43 11.65 22.03 0.245
N 16.45 13.18 18.53 -0.428
O 16.73 13.09 17.37 0.244
O 16.23 14.27 19.07 -0.039
O 16.48 12.12 19.23 0.158
C 10.39 17.44 18.59 -0.036
C 9.62 16.43 19.45 -0.256
O 10.55 16.11 20.48 0.160
C 11.77 16.51 20.11 -0.558
O 12.80 16.21 20.63 -0.001
O 11.74 17.18 18.95 0.100
F 9.44 15.29 18.72 0.074
H 9.99 18.43 18.82 0.143
H 10.28 17.35 17.51 0.147
H 8.69 16.79 19.87 0.172

# 20
9
Properties=species:S:1:pos:R:3:lowdin_charge:R:1 method="wB97M-V/def2-TZVPD" e_above_lowest_kcal_mol=106.8 homo_lumo_gap_ev="7.98 / 7.98" charge=0 e_lumo_ha="-0.005 / -0.005" multiplicity=1
C -0.96 -0.74 0.07 -0.059
C 0.47 -0.25 0.18 -0.169
C -2.00 0.06 -0.09 -0.248
N 0.60 1.02 -0.01 -0.088
N -0.10 1.92 0.04 0.191
F -3.24 -0.08 0.08 0.120
H -0.97 -1.80 -0.29 0.124
H 1.17 -1.08 0.23 0.099
H -1.91 0.99 -0.30 0.030